[1]
{
  "formula": "C32H72N3O12P2",
  "method": "the ωB97M-V functional and the def2-TZVPD basis",
  "largest_force_ev_per_a": 2.25,
  "charge": -1,
  "energy_ev": -81968.5952,
  "homo_lumo_gap_ev": 6.993,
  "symbols": ["C", "C", "C", "C", "C", "C", "C", "C", "C", "C", "C", "C", "P", "O", "O", "C", "P", "O", "O", "C", "C", "C", "O", "O", "C", "C", "O", "N", "C", "C", "O", "H", "H", "H", "H", "H", "H", "H", "H", "H", "H", "H", "H", "H", "H", "H", "H", "H", "H", "H", "H", "H", "H", "H", "H", "H", "H", "H", "H", "H", "H", "H", "H", "H", "H", "H", "H", "H", "H", "H", "H", "H", "H", "C", "O", "C", "C", "N", "C", "C", "O", "C", "H", "H", "H", "H", "H", "H", "H", "H", "H", "H", "H", "H", "H", "H", "H", "C", "O", "C", "C", "N", "C", "C", "O", "C", "H", "H", "H", "H", "H", "H", "H", "H", "H", "H", "H", "H", "H", "H", "H"],
  "xyz": [[3.53, -5.02, 4.53], [3.95, -4.42, 3.19], [5.17, -3.51, 3.35], [5.42, -2.62, 2.14], [5.81, -3.40, 0.87], [4.60, -3.77, -0.01], [4.43, -2.99, -1.33], [5.70, -2.76, -2.18], [6.10, -1.29, -2.38], [5.88, -0.35, -1.20], [4.54, 0.45, -1.25], [3.73, 0.36, 0.05], [1.86, 0.11, -0.17], [1.51, 1.80, -0.07], [1.74, -0.03, 1.61], [0.43, 0.06, 2.10], [0.03, -0.78, 3.68], [-0.11, -2.40, 3.40], [1.49, -0.68, 4.46], [-0.60, 0.00, 0.88], [-1.74, -1.08, 0.94], [-1.41, -2.34, 0.19], [-1.46, -2.43, -1.03], [-1.09, -3.50, 0.92], [0.15, -4.03, 0.66], [0.15, -5.32, -0.08], [1.18, -3.49, 1.05], [-1.25, 1.33, 0.88], [-1.64, 1.81, -0.44], [-1.88, 3.32, -0.36], [0.14, -0.29, -0.21], [4.30, -5.69, 4.90], [2.60, -5.57, 4.43], [3.39, -4.20, 5.24], [3.13, -3.88, 2.74], [4.22, -5.24, 2.52], [6.05, -4.12, 3.51], [4.99, -2.86, 4.21], [4.54, -2.00, 1.94], [6.24, -1.93, 2.37], [6.55, -2.80, 0.34], [6.27, -4.32, 1.21], [4.57, -4.84, -0.19], [3.71, -3.55, 0.56], [3.89, -2.08, -1.12], [3.76, -3.60, -1.94], [5.53, -3.19, -3.16], [6.53, -3.32, -1.76], [5.61, -0.87, -3.26], [7.17, -1.28, -2.61], [6.69, 0.38, -1.16], [5.87, -0.87, -0.25], [4.76, 1.49, -1.48], [3.94, 0.07, -2.08], [3.93, 1.24, 0.66], [4.06, -0.49, 0.64], [1.83, 0.21, -1.59], [2.09, -1.32, -0.23], [1.73, 2.11, 0.81], [0.34, 1.10, 2.45], [0.73, -2.87, 3.37], [1.75, -1.56, 4.74], [-2.60, -0.69, 0.41], [-2.05, -1.33, 1.95], [-0.48, -6.05, 0.42], [-0.24, -5.17, -1.09], [1.16, -5.70, -0.13], [-2.09, 1.29, 1.44], [-2.55, 1.33, -0.82], [-0.85, 1.64, -1.15], [-0.95, 3.80, -0.63], [-2.63, 3.67, -1.07], [-2.09, 3.64, 0.66], [-3.51, -0.33, -7.88], [-3.05, 0.35, -6.73], [-3.81, 0.11, -5.55], [-3.06, -0.75, -4.56], [-2.92, -2.13, -5.03], [-1.97, -2.94, -4.26], [-0.52, -2.49, -4.16], [0.22, -2.58, -5.37], [0.03, -1.53, -6.28], [-3.01, 0.11, -8.74], [-3.25, -1.40, -7.85], [-4.59, -0.23, -8.00], [-4.78, -0.33, -5.80], [-3.99, 1.08, -5.09], [-3.60, -0.75, -3.61], [-2.09, -0.27, -4.38], [-2.63, -2.12, -5.99], [-1.98, -3.94, -4.71], [-2.36, -3.05, -3.24], [-0.02, -3.16, -3.46], [-0.42, -1.48, -3.73], [-0.12, -0.57, -5.77], [-0.82, -1.72, -6.96], [0.93, -1.45, -6.89], [-7.71, 6.72, 2.77], [-6.79, 7.51, 3.49], [-6.53, 7.07, 4.82], [-5.15, 6.47, 4.96], [-5.05, 5.19, 4.28], [-3.69, 4.68, 4.12], [-2.66, 5.51, 3.37], [-2.88, 5.63, 1.98], [-3.84, 6.58, 1.58], [-8.00, 7.28, 1.88], [-7.27, 5.77, 2.45], [-8.61, 6.51, 3.36], [-7.30, 6.37, 5.16], [-6.59, 7.96, 5.46], [-4.94, 6.32, 6.02], [-4.43, 7.21, 4.58], [-5.46, 5.27, 3.36], [-3.76, 3.72, 3.61], [-3.29, 4.46, 5.12], [-1.70, 5.00, 3.47], [-2.51, 6.51, 3.82], [-3.83, 7.47, 2.23], [-4.85, 6.16, 1.56], [-3.58, 6.89, 0.57]],
  "mulliken_charge": [-1.624, 0.865, -1.256, -0.237, -0.893, 0.307, 0.341, -0.998, -0.985, -0.206, -1.005, 0.140, 0.554, -0.698, -0.600, 0.246, -0.515, -0.361, -0.403, 0.652, -1.110, 0.259, -0.377, -0.369, 0.714, -1.393, -0.266, -0.214, -0.145, -1.098, 0.104, 0.425, 0.398, 0.333, -0.399, 0.248, 0.341, 0.450, -0.311, 0.417, 0.735, 0.388, 0.436, -0.608, -0.644, 0.571, 0.418, 0.368, 0.433, 0.327, 0.674, -0.151, 0.399, 0.410, 0.712, -0.767, -0.379, -0.512, 0.297, 0.489, 0.241, 0.241, 0.590, 0.533, 0.361, 0.260, 0.343, 0.298, 0.321, 0.108, 0.293, 0.400, 0.065, -0.698, -0.335, -0.903, 0.102, -0.361, -0.808, 0.211, -0.525, -0.548, 0.232, 0.291, 0.328, 0.431, 0.387, 0.301, 0.064, 0.160, 0.307, 0.420, 0.173, 0.048, 0.256, 0.175, 0.311, -0.699, -0.335, -0.797, -0.170, -0.310, -0.781, -0.596, -0.368, -0.608, 0.233, 0.288, 0.331, 0.404, 0.389, 0.357, 0.165, 0.110, 0.433, 0.372, 0.421, 0.373, 0.318, 0.161, 0.308]
}

[2]
{
  "formula": "C2H5F2NO3S2",
  "method": "the ωB97M-V functional and the def2-TZVPD basis",
  "largest_force_ev_per_a": 4.03,
  "charge": 0,
  "e_above_lowest_ev": 3.730,
  "energy_ev": -36886.1473,
  "homo_lumo_gap_ev": [6.800, 7.897],
  "symbols": ["C", "C", "N", "O", "O", "O", "F", "F", "S", "S", "H", "H", "H", "H", "H"],
  "xyz": [[1.44, -1.19, 1.21], [0.73, 1.40, -0.43], [-0.26, 0.37, -0.01], [-1.04, -2.01, 0.70], [-2.38, 0.15, 1.22], [-2.10, 2.01, -0.45], [1.01, -1.26, -2.26], [-2.39, -0.35, -1.05], [0.05, -1.25, 0.23], [-1.84, 0.69, 0.04], [1.53, -1.97, 2.00], [2.41, -1.14, 0.63], [0.11, 1.95, -1.10], [1.30, 1.79, 0.39], [1.43, 0.81, -1.12]],
  "mulliken_charge": [-0.622, -0.879, 0.129, -0.450, -0.513, -0.581, -0.474, -0.237, 0.721, 1.196, 0.352, 0.311, 0.409, 0.282, 0.357]
}

[3]
{
  "formula": "C5H11NO",
  "method": "the ωB97M-V functional and the def2-TZVPD basis",
  "largest_force_ev_per_a": 5.06,
  "charge": 1,
  "s_squared": 0.78,
  "spin_multiplicity": 2,
  "e_above_lowest_ev": 3.009,
  "energy_ev": -8890.3279,
  "homo_lumo_gap_ev": [9.608, 5.686],
  "symbols": ["C", "C", "N", "C", "C", "C", "H", "H", "H", "H", "H", "H", "H", "H", "H", "H", "H", "O"],
  "xyz": [[-2.02, 1.24, 1.03], [-1.71, 0.39, -0.03], [-0.72, 0.67, -1.08], [-0.06, -0.57, -1.50], [1.29, -2.13, -0.01], [1.05, -0.94, -0.57], [-1.38, 2.18, 1.11], [-2.88, 0.95, 1.66], [-2.37, -0.47, -0.31], [-0.05, 1.38, -0.77], [0.32, -0.65, -2.58], [-0.84, -1.32, -1.38], [1.83, -2.09, 0.90], [0.76, -3.05, -0.38], [1.65, -0.11, -0.35], [1.62, 2.31, 1.42], [1.59, 0.77, 1.74], [1.91, 1.44, 1.09]],
  "mulliken_charge": [-0.602, 0.292, -0.065, -0.530, -0.683, -0.320, 0.242, 0.300, 0.277, 0.325, 0.312, 0.328, 0.286, 0.265, 0.549, 0.307, 0.343, -0.627]
}